Entry 1:
Density functional theory data (ωB97M-V/def2-TZVPD) for a structure of composition C18H20ClN6O2PdSSe.

```
! RIJCOSX wB97M-V def2-TZVPD def2/J DEFGRID3
* xyz 1 1
Pd -0.90 1.00 1.29
C -4.61 0.73 -0.81
C -3.36 1.13 -0.10
N -2.75 0.45 0.80
N -3.19 -0.77 1.23
C -2.36 -1.46 2.05
N -2.70 -2.71 2.33
S -0.99 -0.74 2.78
C -2.67 2.40 -0.45
C -3.21 3.31 -1.34
C -2.50 4.46 -1.63
C -1.28 4.67 -1.02
C -0.80 3.71 -0.13
N -1.48 2.61 0.16
H -5.02 -0.22 -0.49
H -4.41 0.67 -1.88
H -5.39 1.48 -0.65
H -3.78 -1.29 0.59
H -3.47 -3.17 1.88
H -2.10 -3.26 2.92
H -4.16 3.12 -1.81
H -2.89 5.19 -2.33
H -0.69 5.55 -1.21
H 0.15 3.82 0.38
Cl 1.40 -1.58 -2.94
C 0.57 -2.40 -1.57
C -0.27 -1.41 -0.76
O -1.48 -1.67 -0.60
O 0.36 -0.42 -0.29
H 1.36 -2.82 -0.94
H -0.03 -3.19 -1.99
C 2.38 1.16 -0.95
N 2.72 0.36 0.21
C 2.27 0.51 1.45
Se 1.18 1.89 2.18
N 2.68 -0.53 2.18
C 3.38 -1.42 1.39
C 3.98 -2.65 1.65
C 4.59 -3.28 0.58
C 4.60 -2.71 -0.70
C 4.01 -1.49 -0.96
C 3.40 -0.86 0.12
H 1.85 2.05 -0.60
H 1.73 0.57 -1.60
H 3.29 1.46 -1.46
H 2.45 -0.62 3.16
H 3.97 -3.09 2.64
H 5.06 -4.24 0.73
H 5.08 -3.24 -1.51
H 4.00 -1.06 -1.95
*
```

As for the frontier orbital gap: 7.181 eV. The value obtained for the total energy is -4564.5055 Ha.



Entry 2:
Density functional theory data (ωB97M-V/def2-TZVPD) for a cluster of 2 separate species, C19H25BF3N2O5 in total at a distorted geometry.

```
! RIJCOSX wB97M-V def2-TZVPD def2/J DEFGRID3
* xyz -1 1
C 2.28 -3.25 1.31
C 1.00 -2.63 2.18
C 0.12 -1.66 1.18
N -1.06 -2.41 0.52
C -2.01 -1.27 0.11
C -1.41 0.14 -0.57
C -2.44 1.36 -0.98
B -1.82 2.77 -1.60
O -1.54 2.91 -3.05
N -1.53 3.88 -0.56
C 0.00 4.08 -0.50
C -1.89 3.43 0.84
C -4.06 1.28 -0.78
C -4.65 -0.13 -0.11
C -3.63 -1.37 0.34
C -4.40 -2.67 1.05
O -4.01 -3.94 0.88
C -5.74 -2.26 1.96
C -6.67 -1.13 1.56
C -6.29 -0.31 0.15
O -7.20 0.14 -0.72
H 3.24 -2.61 1.53
H 2.41 -4.38 1.65
H 2.08 -3.15 0.14
H 0.37 -3.47 2.70
H 1.49 -1.89 2.98
H 0.84 -1.33 0.31
H -0.26 -0.75 1.83
H -0.75 -2.83 -0.39
H -0.27 0.31 -0.77
H -1.11 2.03 -3.32
H 0.32 4.56 0.54
H 0.46 2.99 -0.57
H 0.37 4.78 -1.38
H -3.06 3.24 0.99
H -1.24 2.54 1.25
H -1.65 4.35 1.56
H -4.76 2.18 -1.09
H -6.00 -2.81 2.98
H -7.60 -0.79 2.18
C 5.84 -1.04 -2.05
C 6.29 0.13 -1.19
O 5.34 1.18 -1.12
C 4.20 1.06 -0.23
O 4.60 0.75 1.00
C 3.06 0.11 -0.78
F 2.93 0.25 -2.13
F 1.84 0.45 -0.27
F 3.23 -1.21 -0.54
H 5.33 -0.69 -2.95
H 6.71 -1.65 -2.34
H 5.16 -1.69 -1.50
H 7.17 0.57 -1.66
H 6.62 -0.20 -0.20
H 3.73 2.05 -0.35
*
```

As for the frontier orbital gap: 4.334 eV. The value obtained for the total energy is -1548.7024 Ha.



Entry 3:
Density functional theory data (ωB97M-V/def2-TZVPD) for a cluster of 2 separate species, C9H14 in total at a distorted geometry.

```
! RIJCOSX wB97M-V def2-TZVPD def2/J DEFGRID3
* xyz 0 1
C 1.86 2.15 2.22
C 0.66 1.53 1.58
C 0.35 0.20 1.83
C -0.82 -0.33 1.31
C -1.66 0.39 0.45
C -1.37 1.74 0.29
C -0.25 2.32 0.88
H 2.07 3.15 1.85
H 2.73 1.53 2.07
H 1.68 2.19 3.30
H 0.88 -0.36 2.58
H -1.18 -1.33 1.52
H -2.48 -0.11 -0.04
H -1.98 2.32 -0.37
H -0.06 3.38 0.72
C -0.42 -2.04 -1.94
C 0.31 -2.63 -3.12
H -1.47 -2.29 -1.82
H -0.03 -2.48 -1.01
H -0.24 -0.97 -1.82
H 1.29 -2.20 -3.32
H -0.26 -2.45 -4.04
H 0.38 -3.72 -3.12
*
```

As for the frontier orbital gap: 10.028 eV. The SMILES is Cc1ccccc1.CC. The value obtained for the total energy is -351.3160 Ha.



Entry 4:
Density functional theory data (ωB97M-V/def2-TZVPD) for a cluster of 2 separate species, C10H16O in total at a distorted geometry.

```
! RIJCOSX wB97M-V def2-TZVPD def2/J DEFGRID3
* xyz 0 1
C -0.94 0.17 -3.44
C -0.22 0.83 -2.18
C -1.14 0.62 -1.10
C -0.73 1.41 0.05
C 0.40 2.24 0.04
O 0.62 3.12 1.16
C 1.23 2.30 -1.07
C 0.95 1.47 -2.13
H -1.75 0.83 -3.73
H -1.22 -0.88 -3.20
H -0.27 0.02 -4.32
H -2.14 0.05 -1.25
H -1.42 1.53 0.86
H 0.92 3.97 1.05
H 2.00 3.04 -1.12
H 1.48 1.66 -3.05
C 1.01 -1.07 2.49
C -0.02 -2.19 2.78
C -0.51 -2.92 1.38
H 1.77 -1.41 1.74
H 1.57 -0.68 3.29
H 0.68 -0.28 1.79
H 0.67 -2.80 3.40
H -0.89 -1.81 3.40
H 0.31 -3.06 0.66
H -1.10 -3.84 1.67
H -1.25 -2.33 0.83
*
```

As for the frontier orbital gap: 9.552 eV. The SMILES is Cc1ccc(O)cc1.CCC. The value obtained for the total energy is -465.7897 Ha.



Entry 5:
Density functional theory data (ωB97M-V/def2-TZVPD) for a structure of composition C7H9N3S at a distorted geometry.

```
! RIJCOSX wB97M-V def2-TZVPD def2/J DEFGRID3
* xyz 0 1
C 0.86 -1.90 -1.57
C 0.97 -0.88 -0.92
C -3.07 -1.05 0.76
C -1.57 0.33 -0.06
C 1.28 -0.04 1.29
C 2.03 1.27 -0.61
C 0.87 0.35 -0.13
N -1.80 -0.76 0.66
N -3.97 -0.19 0.33
N -0.43 0.97 -0.29
S -3.16 0.94 -0.53
H 1.08 -2.76 -2.14
H -3.27 -1.93 1.27
H 1.68 0.84 1.95
H 0.40 -0.47 1.96
H 2.01 -0.76 1.34
H 1.96 2.11 -0.10
H 2.92 0.81 -0.58
H 1.80 1.44 -1.61
H -0.59 1.68 -1.03
*
```

As for the frontier orbital gap: 9.261 eV. The value obtained for the total energy is -834.4803 Ha.



Entry 6:
Density functional theory data (ωB97M-V/def2-TZVPD) for a structure of composition C19H56FeN4O8 at a distorted geometry.

```
! RIJCOSX wB97M-V def2-TZVPD def2/J DEFGRID3
* xyz 1 6
Fe 28.82 5.82 -11.76
C 28.20 7.05 -8.95
O 28.13 6.13 -9.99
H 27.20 7.43 -8.74
H 28.58 6.61 -8.02
H 28.82 7.95 -9.10
C 26.04 3.45 -10.62
C 26.45 3.68 -12.06
O 27.53 4.46 -12.34
H 25.04 3.03 -10.66
H 25.93 4.39 -10.08
H 26.75 2.78 -10.14
H 25.61 3.91 -12.74
H 26.68 2.70 -12.52
O 30.49 6.98 -11.13
H 30.93 6.56 -10.37
H 30.69 7.92 -11.06
O 29.94 4.29 -10.88
H 30.69 3.77 -11.17
H 29.57 3.81 -10.06
C 22.40 7.79 -10.19
C 23.49 7.55 -9.17
C 23.73 6.07 -8.96
O 22.59 5.30 -8.64
C 22.08 5.53 -7.33
N 24.75 8.14 -9.69
H 21.42 7.42 -9.88
H 22.63 7.35 -11.16
H 22.19 8.83 -10.46
H 23.27 8.06 -8.22
H 24.59 5.88 -8.28
H 24.03 5.60 -9.91
H 22.65 4.92 -6.63
H 21.02 5.26 -7.36
H 22.06 6.59 -7.08
H 24.76 8.31 -10.69
H 25.47 7.45 -9.50
C 29.84 3.56 -6.26
C 30.02 2.78 -7.56
C 30.00 1.29 -7.37
O 31.21 0.91 -6.72
C 31.62 -0.40 -7.02
N 28.95 3.16 -8.54
H 29.59 4.59 -6.52
H 30.77 3.56 -5.70
H 29.03 3.18 -5.64
H 30.97 3.04 -8.03
H 29.94 0.75 -8.32
H 29.17 0.95 -6.72
H 32.56 -0.56 -6.49
H 31.78 -0.60 -8.08
H 30.87 -1.07 -6.61
H 28.52 4.05 -8.26
H 28.20 2.49 -8.39
C 27.29 13.16 -6.91
C 28.34 12.28 -7.59
C 28.37 12.59 -9.08
O 27.29 12.08 -9.82
C 27.33 10.74 -10.17
N 29.69 12.51 -7.11
H 26.31 12.88 -7.32
H 27.43 14.21 -7.15
H 27.24 13.05 -5.83
H 28.08 11.23 -7.44
H 29.29 12.10 -9.46
H 28.45 13.67 -9.24
H 26.40 10.42 -10.62
H 27.54 10.01 -9.38
H 28.14 10.62 -10.92
H 29.85 12.36 -6.12
H 30.04 13.43 -7.34
C 33.07 7.82 -5.60
C 32.01 7.81 -6.70
C 30.87 8.75 -6.41
O 30.16 8.20 -5.33
C 28.91 8.77 -5.10
N 32.78 8.23 -7.90
H 33.92 7.16 -5.79
H 32.65 7.63 -4.61
H 33.50 8.83 -5.54
H 31.67 6.78 -6.77
H 30.25 8.84 -7.32
H 31.20 9.77 -6.15
H 28.39 8.28 -4.29
H 28.32 8.88 -6.02
H 29.02 9.84 -4.80
H 32.23 8.60 -8.69
H 33.25 9.09 -7.63
*
```

As for the frontier orbital gap (alpha / beta): 7.331 / 5.481 eV. Its expectation value of S² is 8.771. The value obtained for the total energy is -2841.7589 Ha.



Entry 7:
Density functional theory data (ωB97M-V/def2-TZVPD) for a cluster of 2 separate species, C4H9NO3 in total at a distorted geometry.

```
! RIJCOSX wB97M-V def2-TZVPD def2/J DEFGRID3
* xyz 0 1
C 1.03 0.82 0.82
C 0.51 -0.59 0.87
O 1.28 -1.53 0.87
N -0.81 -0.74 1.13
C -1.77 0.36 1.22
C -2.83 0.19 0.11
O -3.27 -0.91 -0.09
H 1.08 1.34 1.77
H 2.03 0.68 0.37
H 0.39 1.40 0.19
H -1.25 -1.68 1.24
H -2.37 0.43 2.13
H -1.33 1.39 1.15
H -3.09 1.09 -0.40
O 3.14 -0.69 -3.91
H 3.88 -0.12 -4.12
H 3.38 -1.43 -3.35
*
```

As for the frontier orbital gap: 10.219 eV. The SMILES is CC(=O)NCC=O.O. The value obtained for the total energy is -438.2661 Ha.



Entry 8:
Density functional theory data (ωB97M-V/def2-TZVPD) for a structure of composition C6H12O.

```
! RIJCOSX wB97M-V def2-TZVPD def2/J DEFGRID3
* xyz 0 1
C -2.19 -0.30 -0.45
C -0.55 -0.35 0.96
C 0.68 0.13 0.48
C 1.05 1.58 0.69
C 1.73 -0.84 -0.02
C 0.88 -0.46 -1.16
O -0.09 -1.19 -1.60
H -2.65 -0.76 -1.33
H -2.20 0.78 -0.59
H -2.81 -0.58 0.40
H -0.67 -1.41 1.17
H -1.14 0.30 1.59
H 0.18 2.23 0.61
H 1.50 1.73 1.68
H 1.78 1.92 -0.05
H 1.64 -1.87 0.32
H 2.75 -0.45 0.00
H 1.20 0.41 -1.76
H -1.08 -0.86 -0.92
*
```

As for the frontier orbital gap: 9.366 eV. The value obtained for the total energy is -310.9024 Ha.